Entry 1:
{
  "formula": "C3H10N2O2",
  "method": "ωB97M-V with the def2-TZVPD basis set",
  "species": ["C", "C", "N", "C", "N", "O", "H", "H", "H", "H", "H", "H", "H", "H", "O", "H", "H"],
  "coordinates": [[-1.116, -0.082, 0.769], [0.397, 0.156, 0.635], [0.993, -0.558, 1.770], [0.923, -0.396, -0.657], [0.920, -1.737, -0.762], [1.148, 0.354, -1.597], [-1.659, -0.798, 0.144], [-1.744, 0.758, 0.426], [-1.397, -0.223, 1.810], [0.448, 1.237, 0.753], [0.681, -0.252, 2.675], [2.001, -0.564, 1.730], [1.094, -2.213, -1.626], [0.654, -2.323, 0.012], [-1.401, 2.419, -1.766], [-1.465, 2.027, -2.651], [-0.478, 2.196, -1.665]],
  "mulliken_charge": [-1.215, 0.622, -0.679, 0.290, -0.367, -0.649, 0.280, 0.368, 0.322, 0.190, 0.204, 0.203, 0.227, 0.219, -0.637, 0.323, 0.298],
  "gap_ev": 10.61,
  "total_charge": 0,
  "multiplicity": 1,
  "largest_force_ev_per_a": 2.4,
  "smiles": "C[C@@H](N)C(N)=O.O",
  "total_energy_ha": -380.3039,
  "mol_weight_g_mol": 106.125
}

Entry 2:
{
  "formula": "C7H11N3O2",
  "method": "ωB97M-V with the def2-TZVPD basis set",
  "species": ["C", "C", "C", "C", "O", "O", "C", "N", "C", "N", "C", "N", "H", "H", "H", "H", "H", "H", "H", "H", "H", "H", "H"],
  "coordinates": [[-0.508, -0.907, 1.892], [0.723, -0.560, 1.052], [1.654, -1.726, 1.156], [1.190, 0.879, 1.095], [1.204, 1.627, 2.018], [1.418, 1.331, -0.111], [0.936, 0.530, -1.129], [-0.026, 1.223, -1.950], [-1.333, 0.803, -1.606], [-2.367, 1.491, -2.160], [-1.219, -0.341, -0.950], [0.196, -0.639, -0.631], [-0.855, -1.805, 1.298], [-0.207, -0.971, 2.899], [-1.283, -0.197, 1.822], [1.865, -2.086, 2.117], [2.595, -1.530, 0.601], [1.310, -2.580, 0.669], [1.811, 0.107, -1.705], [0.096, 2.298, -1.974], [-2.030, 2.436, -2.372], [-3.250, 1.465, -1.625], [-1.920, -0.850, -0.404]],
  "mulliken_charge": [-1.879, 1.700, -1.694, 0.261, -0.592, -0.338, 0.075, -0.337, 0.469, -0.481, -0.971, -0.308, 0.404, 0.498, 0.396, 0.449, 0.349, 0.456, 0.266, 0.305, 0.246, 0.262, 0.466],
  "gap_ev": 8.12,
  "total_charge": 0,
  "multiplicity": 1,
  "largest_force_ev_per_a": 3.8,
  "smiles": "CC1(C)C(=O)O[C@@H]2NC(N)=CN21",
  "total_energy_ha": -588.0142,
  "mol_weight_g_mol": 169.184
}

Entry 3:
{
  "formula": "C4H8O",
  "method": "ωB97M-V with the def2-TZVPD basis set",
  "species": ["C", "C", "C", "O", "C", "H", "H", "H", "H", "H", "H", "H", "H"],
  "coordinates": [[-0.008, 0.943, 1.245], [0.064, -0.374, 0.509], [-1.022, -0.780, -0.270], [-0.233, 0.236, -1.932], [0.796, -0.138, -1.259], [0.981, 1.272, 1.585], [-0.654, 0.877, 2.129], [-0.410, 1.720, 0.584], [0.669, -1.163, 0.953], [-1.908, -0.163, -0.401], [-1.109, -1.795, -0.651], [1.159, -1.184, -1.273], [1.675, 0.550, -1.218]],
  "mulliken_charge": [-1.225, 0.070, -0.402, -0.635, -0.288, 0.320, 0.325, 0.330, 0.396, 0.216, 0.286, 0.276, 0.332],
  "gap_ev": 7.92,
  "total_charge": 0,
  "multiplicity": 1,
  "largest_force_ev_per_a": 0.6,
  "total_energy_ha": -232.2912,
  "mol_weight_g_mol": 72.107
}